{
  "formula": "C15H17BClN2O7P",
  "method": "ωB97M-V/def2-TZVPD",
  "symbols": ["O", "N", "O", "C", "C", "C", "C", "C", "C", "H", "H", "H", "H", "H", "O", "N", "O", "C", "C", "C", "C", "C", "C", "H", "H", "H", "H", "H", "C", "B", "C", "C", "O", "Cl", "P", "O", "O", "H", "H", "H", "H", "H", "H", "H"],
  "coordinates": [[2.888977, 9.245164, -2.042397], [1.730430, 8.817415, -1.930572], [0.714222, 9.525771, -1.970480], [1.550719, 7.374181, -1.732448], [2.674079, 6.540554, -1.643576], [2.497525, 5.171995, -1.430817], [1.211499, 4.642501, -1.312856], [0.094255, 5.473459, -1.412247], [0.258310, 6.844124, -1.622081], [3.682827, 6.937715, -1.733281], [3.363287, 4.517727, -1.353729], [1.079025, 3.575613, -1.141380], [-0.904845, 5.052820, -1.322200], [-0.622425, 7.478848, -1.694052], [-1.916260, -5.648941, 2.383094], [-1.505783, -6.545482, 1.631146], [-2.098482, -7.614259, 1.425081], [-0.228214, -6.328025, 0.941941], [0.494266, -5.149630, 1.174705], [1.720550, -4.959201, 0.534894], [2.216453, -5.934569, -0.331638], [1.489854, -7.102467, -0.569696], [0.263622, -7.305414, 0.066572], [0.121563, -4.380040, 1.847147], [2.291956, -4.050958, 0.714183], [3.175768, -5.784115, -0.823857], [1.881622, -7.856623, -1.248674], [-0.289031, -8.222390, -0.127014], [-1.187300, -0.920853, 2.536540], [-1.971756, -0.553889, 1.102633], [-1.083812, -0.735035, -0.274633], [0.328594, 0.121736, -0.015100], [1.499684, -0.536752, 0.122278], [0.151031, 1.987290, 0.115130], [-3.779214, 0.066939, 1.218554], [-4.855093, -0.761717, 0.128425], [-3.784252, 1.794427, 0.997130], [-1.923955, -1.244791, 3.387642], [-0.569298, 0.062865, 2.802661], [-0.374321, -1.734809, 2.266501], [-0.734741, -1.875286, -0.297547], [-1.623942, -0.396437, -1.257614], [-4.955865, -1.724114, 0.397857], [-2.971530, 2.134656, 1.493773]],
  "forces_ev_per_a": [[-1.72, -0.63, 0.16], [0.20, 1.42, -0.20], [1.49, -1.03, 0.05], [-0.12, -1.01, 0.16], [-0.07, 0.01, 0.02], [-0.32, 0.30, -0.03], [0.07, 0.17, -0.11], [0.42, 0.18, -0.02], [0.05, 0.02, 0.02], [-0.35, 0.11, 0.00], [-0.16, 0.18, -0.03], [0.21, 0.61, -0.29], [0.17, 0.14, -0.04], [0.37, 0.02, -0.01], [0.55, -1.25, -1.09], [-1.23, -0.30, 0.62], [0.87, 1.62, 0.32], [0.88, 0.14, -0.46], [0.00, -0.09, -0.06], [-0.21, -0.30, -0.05], [-0.12, -0.04, 0.05], [-0.15, 0.30, 0.27], [0.00, 0.05, 0.04], [-0.07, -0.34, -0.10], [-0.17, -0.16, -0.02], [-0.21, -0.02, 0.10], [-0.14, 0.13, 0.16], [-0.01, 0.31, 0.20], [0.12, 0.27, -1.00], [2.57, -0.20, -0.34], [1.40, 0.09, 0.04], [4.89, -5.21, 0.19], [-7.93, 5.27, -0.77], [0.11, -2.78, 0.21], [-2.81, -0.26, 2.66], [1.66, 0.21, -0.13], [1.56, -1.39, -0.12], [1.68, 0.74, -1.55], [-1.31, -1.97, -0.23], [-1.62, 1.53, 0.86], [-0.59, 2.50, -0.30], [1.24, -0.60, 1.89], [0.29, 1.89, -0.04], [-1.49, -0.65, -1.02]],
  "spin_multiplicity": 1,
  "molar_mass_g_mol": 414.5,
  "orbital_gap_ha": 0.2418,
  "de_lowest_kcal_mol": 88.3,
  "smiles": "O=[N+]([O-])c1ccccc1.O=[N+]([O-])c1ccccc1.CB(CC(=O)Cl)P(O)O"
}

***

{
  "formula": "C15H17BeNS2",
  "method": "ωB97M-V/def2-TZVPD",
  "symbols": ["C", "C", "C", "H", "C", "H", "H", "H", "C", "H", "H", "C", "H", "H", "C", "H", "H", "C", "H", "H", "Be", "H", "S", "C", "N", "C", "C", "C", "C", "C", "C", "S", "H", "H", "H", "H"],
  "coordinates": [[-1.037690, -1.069214, -1.773550], [1.662077, -0.172533, -2.370457], [-1.417803, 0.236963, -1.851612], [-1.531334, -1.763816, -1.080107], [1.348606, 1.112222, -2.159733], [2.503955, -0.620945, -1.832251], [-2.109823, 0.693857, -1.131618], [1.908467, 1.710409, -1.428498], [-1.081339, 1.112505, -3.024253], [-1.873072, 1.874215, -3.111512], [-1.127754, 0.547884, -3.968080], [-0.315137, -1.742242, -2.933993], [-1.000362, -1.818507, -3.807039], [-0.084301, -2.783781, -2.653674], [0.984526, -1.035689, -3.396008], [0.755600, -0.429456, -4.287339], [1.704972, -1.800598, -3.728263], [0.284492, 1.849325, -2.930656], [0.622195, 2.095297, -3.960236], [0.115259, 2.806901, -2.409079], [0.014065, -0.087319, -0.105596], [0.250442, 1.216293, -0.092113], [1.103315, -1.940264, -0.021798], [0.737159, -1.462921, 1.540908], [-0.019694, -0.349833, 1.707917], [-0.186958, -0.002553, 3.048603], [-0.729958, 1.185605, 3.567816], [-0.800430, 1.336923, 4.955298], [-0.342307, 0.327987, 5.821461], [0.234091, -0.844432, 5.316326], [0.338994, -0.979563, 3.936719], [1.176482, -2.245401, 3.044655], [-1.062791, 1.959105, 2.871391], [-1.212721, 2.251689, 5.385734], [-0.411375, 0.472252, 6.897823], [0.600150, -1.640361, 5.962799]],
  "forces_ev_per_a": [[-1.55, 0.35, -0.86], [0.61, 0.61, -0.22], [-0.28, -0.71, 0.27], [0.24, 0.53, -0.03], [0.82, -0.27, -0.52], [-0.38, 0.29, -0.15], [0.29, -0.49, -0.09], [-0.20, -0.45, -0.46], [0.02, 0.51, -0.30], [0.26, -0.22, 0.05], [0.02, -0.08, 0.43], [0.19, -0.42, 0.19], [0.20, 0.09, 0.57], [-0.09, 0.41, 0.02], [0.14, -0.12, -0.53], [0.14, -0.15, 0.26], [-0.31, 0.20, 0.04], [-0.23, 0.49, 0.29], [-0.07, -0.14, 0.56], [0.07, -0.31, -0.28], [0.29, 0.60, 0.43], [-0.10, 0.65, -0.23], [0.45, -0.33, -0.04], [-1.29, 1.07, 1.82], [0.73, -1.92, -0.38], [0.33, -0.39, 0.21], [-0.01, -0.36, -0.06], [0.12, -0.24, -0.16], [0.10, -0.20, -0.29], [-0.15, 0.40, -0.02], [-0.08, 0.35, -0.28], [-0.36, 0.49, -0.12], [0.05, -0.24, 0.32], [0.12, -0.27, -0.20], [-0.03, -0.06, -0.23], [-0.05, 0.31, -0.01]],
  "spin_multiplicity": 1,
  "molar_mass_g_mol": 284.5,
  "orbital_gap_ha": 0.3092,
  "de_lowest_kcal_mol": 0.0
}

***

{
  "formula": "C15H17Cl3N3O3PRhSi",
  "method": "ωB97M-V/def2-TZVPD",
  "symbols": ["Rh", "O", "C", "N", "C", "O", "C", "C", "C", "C", "C", "N", "C", "C", "C", "C", "C", "N", "H", "H", "H", "H", "H", "H", "H", "H", "C", "P", "C", "C", "O", "H", "H", "H", "H", "H", "H", "H", "H", "H", "Cl", "Si", "Cl", "Cl"],
  "coordinates": [[0.172999, -0.300924, 0.062861], [-1.944866, -1.783647, -3.084566], [-1.272004, -1.166366, -2.295151], [-1.012989, -1.526401, -0.989662], [-1.425622, -2.793259, -0.571774], [-1.134458, -3.825869, -1.100091], [-2.405462, -2.820803, 0.591836], [-3.069772, -4.002895, 0.835865], [-4.090937, -4.037811, 1.771518], [-4.438114, -2.872037, 2.434711], [-3.724526, -1.724982, 2.174765], [-2.715897, -1.700798, 1.283324], [-0.621567, 0.143686, -2.666716], [-0.747645, 0.663195, -3.938492], [-0.104693, 1.856342, -4.232539], [0.639121, 2.484395, -3.242942], [0.713174, 1.905314, -1.990217], [0.092935, 0.757238, -1.710988], [-2.778567, -4.868245, 0.259700], [-4.619855, -4.960697, 1.967517], [-5.243046, -2.842305, 3.153837], [-3.938383, -0.797090, 2.685567], [-1.338688, 0.117235, -4.660007], [-0.181804, 2.291915, -5.219471], [1.159103, 3.412106, -3.433893], [1.280721, 2.349596, -1.181282], [3.147401, 3.102630, 1.413571], [1.650366, 2.210163, 1.827008], [0.276217, 3.345483, 1.635429], [1.757860, 1.790659, 3.562810], [1.543813, 0.982981, 0.950193], [3.277022, 3.964808, 2.067972], [3.109443, 3.443110, 0.379405], [3.997597, 2.430299, 1.529696], [0.433749, 4.222557, 2.265900], [0.179153, 3.666559, 0.592618], [-0.642821, 2.857998, 1.940361], [1.927784, 2.691716, 4.153104], [2.585247, 1.097224, 3.713941], [0.831504, 1.310901, 3.887142], [0.249637, -1.642796, 1.935400], [-1.714327, -0.133155, 1.154902], [-1.845237, 0.679779, 3.039410], [-3.022974, 1.041613, 0.067866]],
  "forces_ev_per_a": [[0.27, 0.12, 0.19], [0.02, 0.10, 0.05], [0.08, -0.09, -0.05], [-0.04, 0.06, 0.01], [0.03, 0.03, 0.10], [-0.02, 0.00, -0.04], [0.00, 0.02, -0.06], [-0.01, 0.00, -0.01], [-0.01, 0.01, 0.02], [0.00, -0.02, -0.01], [0.01, 0.01, 0.01], [-0.02, -0.01, 0.04], [-0.02, 0.00, 0.05], [0.02, 0.03, 0.02], [-0.01, -0.01, 0.05], [-0.04, -0.02, -0.04], [0.02, 0.00, 0.08], [-0.19, -0.07, 0.15], [0.00, -0.01, -0.01], [0.00, 0.00, 0.00], [0.00, 0.00, 0.00], [0.00, -0.04, -0.02], [0.00, 0.00, -0.01], [0.01, -0.01, 0.00], [-0.01, 0.00, -0.01], [-0.03, -0.08, -0.10], [0.01, -0.02, 0.02], [0.09, -0.01, 0.19], [0.11, 0.16, -0.17], [-0.10, -0.01, 0.03], [-0.06, -0.02, -0.36], [0.00, -0.01, 0.00], [-0.01, 0.00, -0.02], [0.00, 0.01, 0.00], [-0.01, 0.00, -0.03], [0.05, -0.05, 0.17], [-0.15, -0.05, 0.03], [-0.01, -0.01, 0.03], [0.00, 0.00, -0.02], [0.10, 0.03, -0.05], [0.06, -0.15, 0.15], [-0.14, 0.09, -0.42], [0.03, 0.02, 0.01], [-0.04, -0.01, 0.03]],
  "spin_multiplicity": 1,
  "molar_mass_g_mol": 555.6,
  "orbital_gap_ha": 0.3016,
  "charge": 1,
  "de_lowest_kcal_mol": 5.6
}

***

In order of appearance, max |F| = 9.55 2.47 0.45 eV Å⁻¹.